(1)
A cluster of 6 separate species, C27H60BN6O10 in total in a non-equilibrium geometry, computed with ωB97M-V with the def2-TZVPD basis set.

Last column: Mulliken spin population.
Positions of all 104 atoms, in Å:
C: -3.939 2.085 -1.114  0.00
C: -3.204 0.725 -1.384  0.00
C: -2.524 0.885 -2.789  0.00
O: -2.067 -0.301 -3.389  0.00
C: -0.807 -0.804 -2.975  -0.05
O: -0.470 -1.722 -4.042  0.01
B: -1.659 -2.090 -4.734  0.00
O: -1.972 -1.570 -6.017  0.00
O: -2.570 -3.038 -4.219  0.00
C: -0.933 -1.703 -1.689  0.03
C: 0.099 -1.487 -0.526  -0.02
C: -0.678 -1.039 0.779  0.04
C: 0.636 -2.924 -0.130  -0.01
N: 1.283 -0.676 -0.817  0.34
O: 2.245 -1.380 -1.309  0.57
C: 1.044 0.542 -1.608  0.03
C: 2.480 1.110 -1.964  -0.01
C: 0.366 1.712 -0.811  0.03
C: 0.377 0.217 -2.990  0.06
H: -4.907 2.118 -1.654  0.00
H: -4.139 2.255 -0.043  0.00
H: -3.343 2.939 -1.500  0.00
H: -2.478 0.561 -0.568  0.00
H: -3.918 -0.122 -1.353  0.00
H: -3.339 1.269 -3.441  0.00
H: -1.807 1.721 -2.704  0.00
H: -1.903 -2.283 -6.656  0.00
H: -2.555 -3.040 -3.260  0.00
H: -0.855 -2.769 -1.998  0.00
H: -1.947 -1.637 -1.239  0.00
H: -1.647 -1.558 0.880  0.00
H: -0.050 -1.388 1.629  0.00
H: -0.862 0.048 0.832  -0.01
H: 0.902 -3.524 -1.015  0.01
H: 1.468 -2.852 0.596  -0.01
H: -0.215 -3.453 0.357  0.00
H: 3.078 1.048 -1.032  0.00
H: 2.436 2.177 -2.227  0.00
H: 2.966 0.558 -2.784  0.00
H: -0.735 1.719 -0.873  0.00
H: 0.606 1.523 0.254  -0.02
H: 0.832 2.686 -1.038  0.00
H: 0.095 1.193 -3.438  -0.01
H: 1.188 -0.160 -3.642  0.01
C: 0.105 3.537 4.203  0.00
C: 0.257 2.422 3.200  0.00
O: -0.350 2.408 2.139  0.00
N: 1.107 1.405 3.511  0.00
C: 1.911 1.240 4.707  0.00
H: -0.600 4.270 3.823  0.00
H: -0.280 3.146 5.145  0.00
H: 1.065 4.030 4.366  0.00
H: 1.160 0.695 2.797  0.00
H: 2.962 1.186 4.420  0.00
H: 1.627 0.307 5.196  0.00
H: 1.772 2.063 5.401  0.00
C: -3.239 3.527 6.783  0.00
C: -3.299 4.568 5.695  0.00
O: -2.327 5.234 5.375  0.00
N: -4.491 4.749 5.064  0.00
C: -5.747 4.062 5.300  0.00
H: -2.232 3.495 7.192  0.00
H: -3.932 3.781 7.587  0.00
H: -3.482 2.543 6.378  0.00
H: -4.460 5.458 4.349  0.00
H: -6.055 3.566 4.378  0.00
H: -6.503 4.797 5.579  0.00
H: -5.659 3.323 6.090  0.00
C: 4.299 -3.565 -1.541  0.01
C: 5.648 -4.135 -1.187  0.00
O: 6.615 -3.430 -0.948  0.00
N: 5.763 -5.493 -1.139  0.00
C: 4.740 -6.490 -1.388  0.00
H: 4.355 -2.481 -1.541  0.00
H: 4.001 -3.896 -2.538  0.00
H: 3.555 -3.873 -0.806  0.00
H: 6.690 -5.807 -0.897  0.00
H: 4.619 -7.103 -0.493  0.00
H: 5.061 -7.126 -2.215  0.00
H: 3.787 -6.034 -1.638  0.00
C: 2.906 6.212 -1.755  0.00
C: 3.078 5.150 -0.701  0.00
O: 3.171 3.964 -0.978  0.00
N: 3.126 5.553 0.597  0.00
C: 3.033 6.902 1.123  0.00
H: 2.885 5.742 -2.735  0.00
H: 1.966 6.745 -1.605  0.00
H: 3.742 6.913 -1.724  0.00
H: 3.241 4.792 1.247  0.00
H: 3.944 7.125 1.682  0.00
H: 2.178 6.958 1.799  0.00
H: 2.911 7.635 0.332  0.00
C: -2.520 -7.001 -0.603  0.00
C: -1.105 -6.629 -0.966  0.00
O: -0.184 -6.717 -0.169  0.00
N: -0.877 -6.182 -2.230  0.00
C: -1.832 -6.007 -3.313  0.00
H: -2.547 -7.337 0.430  0.00
H: -3.176 -6.135 -0.705  0.00
H: -2.872 -7.812 -1.242  0.00
H: 0.089 -5.952 -2.403  0.00
H: -1.519 -6.629 -4.154  0.00
H: -1.820 -4.962 -3.615  0.00
H: -2.839 -6.284 -3.016  0.00

Values from the calculation:
Multiplicity: 2
Net charge: 0

(2)
A cluster of 3 separate species, C5H16N2O in total in a non-equilibrium geometry, computed with ωB97M-V with the def2-TZVPD basis set.

Last column: Löwdin charge in e.
Positions of all 24 atoms, in Å:
C: -0.317 -1.621 -0.841  -0.07
N: 0.669 -0.563 -0.595  -0.31
C: 0.845 0.413 -1.657  -0.10
C: 0.690 0.001 0.704  -0.24
C: -0.688 0.296 1.387  -0.31
N: -1.380 1.147 0.518  -0.01
C: -2.365 1.914 1.220  -0.19
H: 0.015 -2.210 -1.705  0.09
H: -0.433 -2.343 -0.040  0.09
H: -1.232 -1.098 -1.130  0.09
H: 1.717 1.068 -1.696  0.09
H: -0.052 1.050 -1.699  0.07
H: 0.786 -0.118 -2.616  0.09
H: 1.131 1.074 0.871  -0.02
H: 1.264 -0.690 1.363  0.12
H: -1.205 -0.681 1.371  0.14
H: -0.591 0.647 2.425  0.12
H: 1.151 2.100 0.805  0.20
H: -1.935 2.468 2.068  0.08
H: -3.163 1.247 1.611  0.09
H: -3.020 2.557 0.618  0.07
H: 3.229 -2.586 -0.524  0.02
H: 2.063 -1.746 -1.112  -0.02
O: 2.819 -2.325 -1.345  -0.07

Values from the calculation:
Multiplicity: 1
Net charge: 0
Energy relative to the best compared isomer or geometry (same formula, charge and spin): 172.42 kcal/mol

(3)
A structure of composition C29H32BrN5O3S7W in a non-equilibrium geometry, computed with ωB97M-V with the def2-TZVPD basis set.

Last column: Mulliken spin population.
Positions of all 78 atoms, in Å:
W: 0.097 -0.114 -0.012  1.62
C: 1.898 -3.138 -0.576  0.00
C: 3.186 -2.432 -0.198  0.00
S: 2.998 -0.629 -0.155  0.01
C: 4.353 -0.249 1.004  0.00
C: 4.424 1.206 1.439  0.00
S: 3.000 1.861 2.337  0.00
C: 2.906 0.808 3.807  0.00
C: 1.462 0.435 4.107  0.00
S: 0.609 -0.556 2.849  0.04
C: 1.631 -2.039 2.866  0.01
C: 0.904 -3.120 2.092  0.00
S: 0.446 -2.677 0.395  0.03
H: 2.020 -4.218 -0.485  0.00
H: 1.608 -2.926 -1.603  0.00
H: 3.955 -2.697 -0.925  0.00
H: 3.535 -2.758 0.782  0.00
H: 5.276 -0.505 0.481  0.00
H: 4.276 -0.916 1.863  0.00
H: 4.511 1.866 0.574  0.00
H: 5.333 1.336 2.027  0.00
H: 3.313 1.347 4.663  0.00
H: 3.521 -0.081 3.669  0.00
H: 0.842 1.320 4.231  0.00
H: 1.399 -0.136 5.035  0.00
H: 1.746 -2.362 3.902  0.00
H: 2.615 -1.835 2.456  0.00
H: -0.039 -3.372 2.577  0.00
H: 1.496 -4.033 2.021  0.00
N: 3.521 4.507 -2.675  0.00
C: 2.773 3.504 -2.236  0.00
N: 2.232 2.645 -3.104  0.01
N: 2.613 3.425 -0.888  0.02
C: 1.766 2.523 -0.544  0.17
N: 0.992 1.688 -0.302  -0.15
H: 3.760 4.625 -3.645  0.00
H: 3.906 5.146 -2.000  0.00
H: 2.409 2.726 -4.091  0.00
H: 1.722 1.824 -2.798  0.00
O: -1.501 -0.571 0.925  0.05
C: -2.478 0.497 0.970  -0.02
C: -2.471 1.151 2.318  -0.02
C: -3.263 0.814 3.374  0.00
C: -2.928 1.514 4.564  0.00
C: -1.883 2.364 4.390  0.00
S: -1.294 2.330 2.782  0.01
C: -1.967 1.381 -0.169  0.05
C: -1.769 0.821 -1.428  0.02
C: -1.517 1.819 -2.424  0.03
C: -1.578 3.070 -1.910  -0.01
S: -1.919 3.090 -0.234  0.04
C: -3.827 -0.058 0.600  0.01
C: -5.038 0.562 0.610  0.00
C: -6.070 -0.260 0.077  0.00
C: -5.611 -1.475 -0.323  0.00
S: -3.931 -1.647 -0.051  0.00
H: -4.060 0.089 3.300  0.00
H: -3.454 1.401 5.500  0.00
H: -1.450 3.044 5.107  0.00
H: -2.118 -0.181 -1.647  -0.04
H: -1.344 1.606 -3.467  0.00
H: -1.449 4.005 -2.433  0.00
H: -5.194 1.565 0.983  0.00
H: -7.105 0.039 0.005  0.00
H: -6.177 -2.295 -0.737  0.00
Br: -3.298 -4.680 -2.659  0.00
C: -2.395 -3.299 -3.564  0.00
C: -2.659 -3.059 -4.910  0.00
N: -2.046 -2.106 -5.601  0.00
C: -1.145 -1.359 -4.980  0.00
C: -0.816 -1.524 -3.635  -0.02
C: -1.463 -2.520 -2.908  0.01
C: 0.198 -0.616 -3.054  0.02
O: 0.750 0.257 -3.681  0.01
O: 0.548 -0.821 -1.765  0.10
H: -3.388 -3.659 -5.441  0.00
H: -0.649 -0.596 -5.567  0.00
H: -1.254 -2.695 -1.860  0.00

Values from the calculation:
Multiplicity: 3
Net charge: +2
Energy relative to the best compared isomer or geometry (same formula, charge and spin): 25.59 kcal/mol

no.,DFT total energy (eV)
1,-59066.2613
2,-10465.0448
3,-191887.9484